The following is a DFT calculation (the ωB97M-V functional and the def2-TZVPD basis) of a molecular structure, C47H53NO4PSbSe4SiTc.

The value obtained for the HOMO-LUMO gap (alpha / beta) is 4.88 / 4.88 eV. The value obtained for the total energy is -12736.00620 Ha. The molar mass is 1290.6 g/mol. The net charge is +1. For the HOMO energy (alpha / beta), the calculation gives -10.07 / -10.07 eV.

```
113
C47H53NO4PSbSe4SiTc the ωB97M-V functional and the def2-TZVPD basis
Tc 0.703 0.434 0.579
O -0.564 2.392 3.728
C -0.650 3.584 2.985
C -0.605 3.109 1.513
O -0.151 3.745 0.614
O -1.149 1.844 1.254
C 0.500 4.535 3.350
C 1.787 4.313 2.868
C 2.859 5.070 3.322
C 2.659 6.060 4.274
C 1.381 6.297 4.756
C 0.307 5.540 4.297
C -2.019 4.280 3.159
C -2.938 3.820 4.088
C -4.156 4.479 4.249
C -4.449 5.601 3.491
C -3.514 6.083 2.581
C -2.306 5.425 2.413
H -0.510 2.572 4.669
H 1.969 3.543 2.131
H 3.852 4.881 2.933
H 3.498 6.642 4.641
H 1.211 7.069 5.497
H -0.684 5.738 4.688
H -2.710 2.961 4.706
H -4.869 4.110 4.977
H -5.397 6.111 3.617
H -3.725 6.974 2.000
H -1.571 5.811 1.716
Se 1.993 -2.702 4.585
Sb 0.554 -0.882 4.063
Se 1.887 0.763 2.465
Se -0.235 -1.340 1.609
Se -0.664 0.119 5.852
O -0.262 -1.575 -1.335
P -0.845 -2.672 -2.194
C -0.064 -2.695 -3.819
C 1.283 -2.340 -3.876
C 1.943 -2.302 -5.096
C 1.264 -2.632 -6.263
C -0.068 -3.020 -6.209
C -0.735 -3.052 -4.991
C -2.612 -2.446 -2.471
C -3.022 -1.429 -3.339
C -4.370 -1.152 -3.505
C -5.320 -1.883 -2.799
C -4.921 -2.885 -1.926
C -3.570 -3.167 -1.759
C -0.617 -4.310 -1.497
C 0.158 -4.473 -0.353
C 0.289 -5.732 0.225
C -0.338 -6.828 -0.351
C -1.083 -6.677 -1.516
C -1.226 -5.423 -2.089
H 1.809 -2.115 -2.953
H 2.989 -2.017 -5.141
H 1.775 -2.591 -7.218
H -0.591 -3.296 -7.117
H -1.778 -3.346 -4.953
H -2.283 -0.859 -3.892
H -4.681 -0.371 -4.187
H -6.375 -1.672 -2.935
H -5.659 -3.451 -1.372
H -3.264 -3.948 -1.074
H 0.664 -3.619 0.077
H 0.871 -5.849 1.132
H -0.247 -7.806 0.105
H -1.559 -7.537 -1.973
H -1.812 -5.305 -2.996
C 3.968 -4.085 1.738
C 4.026 -3.059 0.636
C 4.994 -3.158 -0.353
C 5.080 -2.221 -1.380
C 6.156 -2.316 -2.436
C 4.172 -1.179 -1.422
C 3.162 -1.047 -0.448
C 3.120 -1.999 0.588
N 2.186 -0.064 -0.473
C 2.083 1.143 -1.383
C 2.673 2.378 -0.635
C 0.568 1.346 -1.689
C 2.760 1.131 -2.764
H 4.585 -4.952 1.497
H 2.945 -4.416 1.920
H 4.324 -3.660 2.676
H 5.700 -3.984 -0.323
H 6.662 -3.280 -2.402
H 6.908 -1.539 -2.285
H 5.739 -2.182 -3.435
H 4.269 -0.492 -2.238
H 2.366 -1.944 1.353
H 1.940 2.900 -0.030
H 3.034 3.112 -1.360
H 3.512 2.083 -0.011
H -0.186 1.415 -0.849
H 0.213 0.552 -2.338
H 0.439 2.307 -2.181
H 3.831 1.276 -2.681
H 2.363 1.981 -3.317
H 2.535 0.232 -3.331
C -3.789 2.826 0.605
Si -2.877 1.377 1.291
C -3.001 0.037 0.016
C -3.265 0.710 2.956
H -4.852 2.724 0.870
H -3.717 2.818 -0.483
H -3.458 3.796 0.972
H -3.949 0.157 -0.530
H -3.003 -0.961 0.454
H -2.202 0.065 -0.728
H -4.214 1.096 3.348
H -2.490 0.944 3.676
H -3.352 -0.374 2.897
```

=====

The following is a DFT calculation (the ωB97M-V functional and the def2-TZVPD basis) of a molecular structure, C25H44Cl4N3O6ScSi.

The value obtained for the HOMO-LUMO gap is 8.75 eV. The value obtained for the total energy is -4486.03749 Ha. The molar mass is 697.5 g/mol. For the HOMO energy, the calculation gives -8.52 eV.

```
84
C25H44Cl4N3O6ScSi the ωB97M-V functional and the def2-TZVPD basis
C 2.978 -2.404 -2.905
C 2.363 -1.710 -4.070
H 2.911 -3.485 -3.048
H 2.498 -2.137 -1.956
H 4.046 -2.144 -2.826
C 2.380 -2.186 -5.323
C 2.984 -3.483 -5.713
H 1.986 -1.596 -6.147
H 2.671 -4.315 -5.074
H 4.079 -3.440 -5.721
H 2.656 -3.706 -6.730
Sc 0.230 -0.290 2.691
Cl 1.999 -0.309 0.979
C -0.312 2.540 1.665
O -0.778 1.391 1.914
N -1.017 3.461 1.023
C -2.391 3.157 0.633
C -0.360 4.607 0.392
H 0.701 2.830 1.985
H -2.921 2.674 1.457
H -2.446 2.498 -0.246
H -2.876 4.107 0.393
H 0.534 4.844 0.987
H -1.073 5.442 0.395
H -0.057 4.359 -0.647
H -3.481 1.922 6.538
H -1.570 1.848 8.243
C -3.296 0.861 6.319
C -1.475 0.782 7.987
N -1.901 0.537 6.609
H -3.497 0.639 5.270
C -1.025 0.162 5.663
O -1.304 -0.018 4.448
H -0.430 0.480 8.107
H 0.003 0.013 6.033
H -3.952 0.272 6.976
H -2.102 0.222 8.694
H 0.070 -4.950 3.167
H 0.117 -3.536 0.553
C -0.993 -5.011 2.901
C -0.901 -3.953 0.648
N -1.367 -3.887 2.041
H -1.578 -4.955 3.826
C -1.553 -2.692 2.609
O -1.382 -1.581 2.046
H -1.594 -3.392 0.014
H -1.816 -2.731 3.677
H -1.194 -5.948 2.375
H -0.892 -5.005 0.353
O 0.743 -0.609 -2.724
C 1.699 -0.366 -3.754
C 0.148 -0.030 -5.785
C 1.207 0.394 -4.975
H -0.384 -0.945 -5.530
C -0.182 0.688 -6.947
H 2.498 0.232 -3.288
C 1.968 1.504 -5.370
H -1.009 0.346 -7.581
C 0.547 1.834 -7.300
C 1.647 2.210 -6.522
H 2.846 1.765 -4.778
H 0.285 2.397 -8.199
H 2.268 3.063 -6.828
Si -0.690 0.120 -2.235
Cl 1.171 -2.479 3.545
C -2.091 -0.533 -3.272
C -0.565 1.978 -2.481
C -0.936 -0.416 -0.483
H -2.049 -0.197 -4.314
H -3.047 -0.187 -2.850
H -2.091 -1.629 -3.269
H -0.930 -1.507 -0.348
H -1.848 0.001 -0.033
H -0.050 -0.038 0.070
H -0.432 2.210 -3.552
H 0.300 2.400 -1.942
H -1.472 2.515 -2.156
Cl 1.331 3.788 4.837
C 2.512 2.514 5.231
Cl 2.171 1.630 6.732
C 2.452 1.438 4.102
O 3.531 1.207 3.579
O 1.272 0.947 3.928
H 3.508 2.969 5.288
```

=====

The following is a DFT calculation (the ωB97M-V functional and the def2-TZVPD basis) of a molecular structure, C45H39As2BrF9MnN3O13S2.

The value obtained for the HOMO-LUMO gap (alpha / beta) is 5.12 / 6.40 eV. As for the spin multiplicity: 6. The value obtained for the total energy is -12772.46737 Ha. The molar mass is 1349.6 g/mol. The net charge is -2. Its expectation value of S² is 8.820. For the HOMO energy (alpha / beta), the calculation gives -1.91 / -2.59 eV.

```
115
C45H39As2BrF9MnN3O13S2 the ωB97M-V functional and the def2-TZVPD basis
Mn 0.106 1.028 -2.176
N -4.420 0.540 -1.843
C -3.141 1.057 -1.766
S -1.980 0.137 -0.865
N -2.951 2.222 -2.284
N -1.641 2.637 -2.264
C -1.473 3.895 -2.284
C -0.177 4.550 -2.388
C -0.117 5.935 -2.214
C 1.076 6.628 -2.279
C 2.249 5.915 -2.526
C 2.215 4.548 -2.714
C 1.007 3.833 -2.662
O 1.030 2.539 -2.896
H -4.459 -0.449 -1.659
H -4.961 0.865 -2.629
H -2.355 4.536 -2.222
H -1.044 6.462 -2.001
H 1.099 7.701 -2.137
H 3.199 6.437 -2.560
H 3.121 3.979 -2.888
C -3.370 -2.997 1.587
O -1.975 -2.755 1.737
C -1.673 -1.499 2.208
O -2.576 -0.737 2.521
C -0.265 -1.203 2.195
C 0.750 -2.078 2.659
As 0.683 -2.488 4.535
C -1.095 -3.391 4.561
C 0.110 -0.649 5.220
C -0.155 0.417 4.440
As 0.031 0.715 2.409
C 1.978 0.808 2.714
C -0.476 1.789 4.972
O 0.289 2.707 4.848
O -1.727 2.039 5.416
C -2.685 0.977 5.454
C 0.207 -0.307 6.694
O 0.323 0.825 7.085
O 0.235 -1.243 7.689
C -0.365 -2.526 7.596
C 2.068 -2.086 2.084
O 3.088 -2.588 2.535
O 2.081 -1.517 0.831
C 3.360 -1.429 0.201
H -3.463 -3.983 1.134
H -3.821 -2.239 0.947
H -3.877 -2.981 2.554
H -1.182 -3.937 3.625
H -1.909 -2.664 4.613
H -1.176 -4.092 5.389
H 2.344 -0.054 3.263
H 2.149 1.709 3.304
H 2.514 0.891 1.771
H -3.655 1.460 5.555
H -2.513 0.337 6.323
H -2.671 0.386 4.540
H -0.501 -2.859 8.624
H 0.271 -3.233 7.073
H -1.337 -2.475 7.112
H 3.196 -0.892 -0.729
H 3.765 -2.424 0.013
H 4.059 -0.879 0.831
Br 1.526 7.544 2.544
C 1.648 5.808 1.768
C 2.901 5.301 1.461
C 2.979 4.070 0.831
C 1.825 3.366 0.513
C 0.583 3.880 0.861
C 0.487 5.111 1.495
C 1.943 2.110 -0.307
O 3.017 1.765 -0.756
O 0.810 1.447 -0.463
H 3.793 5.860 1.706
H 3.938 3.640 0.569
H -0.308 3.318 0.612
H -0.476 5.523 1.765
F 0.153 -1.623 -5.734
C -0.547 -0.535 -6.097
F -1.841 -0.824 -5.902
F -0.383 -0.370 -7.422
C -0.124 0.705 -5.230
O -0.566 0.494 -3.985
C 1.462 0.849 -5.340
F 1.979 0.149 -6.380
F 1.874 2.108 -5.511
F 2.032 0.362 -4.238
C -0.769 1.978 -5.887
F -0.654 3.046 -5.111
F -0.213 2.280 -7.085
F -2.079 1.779 -6.116
O 0.672 -1.137 -1.928
S 0.076 -2.110 -0.934
C 1.179 -3.530 -1.001
C 1.978 -3.736 -2.111
C 2.785 -4.863 -2.161
C 2.801 -5.756 -1.094
C 2.010 -5.523 0.024
C 1.188 -4.405 0.074
C -1.210 -2.998 -1.866
C -1.893 -4.043 -1.258
C -2.929 -4.666 -1.936
C -3.270 -4.254 -3.220
C -2.584 -3.201 -3.813
C -1.557 -2.560 -3.131
H 1.967 -3.007 -2.914
H 3.399 -5.048 -3.033
H 3.446 -6.626 -1.128
H 2.036 -6.207 0.863
H 0.587 -4.187 0.953
H -1.625 -4.352 -0.253
H -3.477 -5.472 -1.460
H -4.071 -4.752 -3.755
H -2.858 -2.856 -4.802
H -1.054 -1.699 -3.554
```

=====

The following is a DFT calculation (the ωB97M-V functional and the def2-TZVPD basis) of a molecular structure, C26H32Br2F3N3S5Sr.

The value obtained for the HOMO-LUMO gap is 8.06 eV. The value obtained for the total energy is -8643.10011 Ha. The molar mass is 851.3 g/mol. The net charge is +2. For the HOMO energy, the calculation gives -12.95 eV.

```
72
C26H32Br2F3N3S5Sr the ωB97M-V functional and the def2-TZVPD basis
Sr 0.171 0.281 0.831
C -1.156 -1.642 3.277
C -1.113 -0.172 3.631
S 0.586 0.569 3.725
C 0.118 2.329 3.769
C 1.237 3.219 3.234
S 1.718 2.894 1.507
C 0.902 4.232 0.591
C -0.600 4.075 0.357
S -0.944 2.708 -0.800
C -2.543 2.132 -0.133
C -2.935 0.789 -0.734
S -1.163 -2.052 1.490
H -2.069 -2.042 3.719
H -0.334 -2.168 3.764
H -1.555 0.031 4.607
H -1.670 0.433 2.902
H -0.116 2.609 4.797
H -0.793 2.462 3.178
H 2.142 3.088 3.827
H 0.954 4.268 3.318
H 1.438 4.292 -0.358
H 1.091 5.170 1.112
H -1.006 4.995 -0.063
H -1.118 3.877 1.297
H -3.317 2.877 -0.311
H -2.412 2.055 0.950
H -2.069 0.199 -1.038
H -3.554 0.884 -1.627
Br 3.747 -5.685 1.026
C 3.211 -3.896 1.127
C 2.829 -3.338 2.336
C 2.403 -2.022 2.333
N 2.355 -1.252 1.245
C 2.785 -1.790 0.096
C 3.200 -3.108 -0.013
C 2.837 -0.882 -1.085
C 3.817 -1.053 -2.051
C 3.866 -0.168 -3.116
Br 5.178 -0.355 -4.436
C 2.941 0.863 -3.184
C 2.002 0.951 -2.175
N 1.935 0.110 -1.139
H 2.851 -3.910 3.252
H 2.095 -1.563 3.263
H 3.500 -3.521 -0.965
H 4.552 -1.840 -1.962
H 2.951 1.577 -3.995
H 1.252 1.729 -2.210
C -5.492 0.544 0.397
S -3.850 -0.202 0.458
C -4.102 -1.726 -0.460
H -5.866 0.596 -0.624
H -5.431 1.536 0.840
H -6.143 -0.075 1.011
H -4.659 -2.399 0.190
H -3.118 -2.154 -0.637
H -4.647 -1.527 -1.381
F -4.117 -1.981 -5.979
C -2.793 -2.197 -6.061
F -2.390 -1.816 -7.275
F -2.579 -3.508 -5.936
C -2.077 -1.409 -4.986
C -1.233 -2.024 -4.080
C -0.635 -1.234 -3.107
N -0.839 0.079 -2.995
C -1.639 0.658 -3.897
C -2.277 -0.037 -4.908
H -1.043 -3.087 -4.125
H 0.040 -1.682 -2.383
H -1.769 1.732 -3.806
H -2.914 0.475 -5.616
```

=====

- What is the formula in the third record?
  C45H39As2BrF9MnN3O13S2